{"formula": "C46H49BrIrN5OS", "method": "ωB97M-V/def2-TZVPD", "symbols": ["Ir", "O", "C", "C", "C", "N", "C", "Br", "C", "H", "H", "H", "H", "C", "C", "C", "C", "C", "C", "C", "C", "C", "C", "C", "C", "N", "C", "C", "N", "C", "C", "C", "C", "C", "C", "C", "C", "C", "C", "C", "C", "C", "C", "C", "C", "C", "C", "C", "C", "C", "C", "H", "H", "H", "H", "H", "H", "H", "H", "H", "H", "H", "H", "H", "H", "H", "H", "H", "H", "H", "H", "H", "H", "H", "H", "H", "H", "H", "H", "H", "H", "H", "H", "H", "H", "H", "H", "H", "H", "H", "H", "C", "C", "C", "C", "N", "C", "S", "N", "H", "H", "H", "H", "H"], "positions_angstrom": [[0.315, 0.744, -0.960], [5.402, 3.027, -3.806], [4.368, 2.420, -3.193], [4.059, 2.606, -1.851], [2.971, 1.938, -1.344], [2.188, 1.097, -2.044], [2.522, 0.925, -3.331], [1.554, -0.256, -4.404], [3.587, 1.561, -3.945], [5.863, 3.599, -3.185], [4.642, 3.254, -1.210], [2.702, 2.041, -0.301], [3.811, 1.381, -4.985], [-1.307, -2.758, -3.600], [-0.791, -2.810, -2.160], [-1.406, -4.008, -1.431], [0.728, -2.836, -2.092], [1.434, -3.747, -2.871], [2.818, -3.802, -2.824], [3.519, -2.949, -1.989], [2.859, -2.029, -1.179], [3.645, -1.149, -0.223], [4.952, -0.640, -0.829], [3.912, -1.875, 1.100], [1.463, -1.983, -1.257], [0.736, -1.038, -0.456], [0.121, -1.535, 0.645], [-0.764, -0.657, 1.244], [-0.858, 0.548, 0.646], [-1.910, 1.397, 1.133], [-3.246, 1.155, 0.758], [-4.219, 2.017, 1.257], [-3.892, 3.074, 2.091], [-2.578, 3.256, 2.489], [-1.571, 2.405, 2.044], [-0.177, 2.525, 2.633], [-0.216, 2.357, 4.155], [0.499, 3.835, 2.251], [-3.687, -0.019, -0.112], [-4.625, 0.381, -1.253], [-4.396, -1.087, 0.731], [-1.320, -1.286, 2.459], [-2.161, -0.924, 3.471], [-2.431, -1.873, 4.501], [-1.879, -3.126, 4.509], [-0.986, -3.520, 3.472], [-0.325, -4.775, 3.340], [0.517, -4.998, 2.283], [0.773, -4.013, 1.285], [0.146, -2.804, 1.389], [-0.733, -2.583, 2.487], [-2.387, -2.593, -3.600], [-1.117, -3.694, -4.129], [-0.853, -1.944, -4.166], [-1.132, -1.903, -1.661], [-1.086, -4.946, -1.893], [-2.497, -3.961, -1.487], [-1.121, -4.036, -0.381], [0.894, -4.423, -3.523], [3.351, -4.518, -3.436], [4.600, -3.011, -1.956], [3.020, -0.286, -0.003], [5.682, -1.441, -0.964], [5.407, 0.096, -0.162], [4.792, -0.169, -1.802], [4.474, -2.797, 0.928], [2.985, -2.139, 1.609], [4.499, -1.242, 1.770], [-5.255, 1.854, 0.984], [-4.668, 3.737, 2.456], [-2.334, 4.051, 3.185], [0.423, 1.714, 2.222], [-0.784, 3.159, 4.633], [0.796, 2.377, 4.567], [-0.676, 1.408, 4.434], [-0.036, 4.697, 2.660], [0.523, 3.934, 1.169], [1.525, 3.867, 2.629], [-2.793, -0.464, -0.548], [-5.598, 0.694, -0.861], [-4.800, -0.482, -1.901], [-4.222, 1.187, -1.854], [-5.347, -0.703, 1.112], [-3.800, -1.416, 1.580], [-4.615, -1.962, 0.114], [-2.637, 0.049, 3.500], [-3.105, -1.588, 5.299], [-2.116, -3.818, 5.308], [-0.488, -5.551, 4.078], [1.011, -5.957, 2.197], [1.451, -4.239, 0.470], [1.177, 4.918, -1.102], [-0.166, 4.267, -1.269], [-1.329, 4.972, -1.061], [-2.526, 4.317, -1.339], [-2.583, 3.100, -1.844], [-1.409, 2.477, -2.037], [-1.327, 0.876, -2.694], [-0.192, 2.992, -1.707], [1.133, 5.952, -1.444], [1.923, 4.385, -1.683], [1.492, 4.931, -0.057], [-1.308, 5.996, -0.713], [-3.477, 4.812, -1.163]], "mulliken_charge": [1.208, -0.571, 0.597, -0.886, -0.455, 0.208, -0.135, -0.062, -0.784, 0.341, 0.485, 0.578, 0.503, -1.611, 2.088, -1.454, 1.127, -0.598, -1.554, -0.555, 1.438, 1.577, -1.816, -1.454, -1.785, 1.225, 0.910, 0.411, 0.054, -0.969, 1.182, -0.817, -1.775, -0.568, 1.189, 1.161, -1.715, -1.133, 1.681, -1.669, -1.508, 0.155, 0.807, -1.260, -1.116, 1.118, -1.099, -1.058, 1.254, -0.400, -1.672, 0.366, 0.437, 0.221, -1.317, 0.337, 0.478, 0.160, 0.335, 0.391, 0.309, -0.674, 0.475, 0.387, 0.300, 0.309, 0.209, 0.472, 0.321, 0.386, 0.410, -0.058, 0.311, 0.462, 0.329, 0.294, -0.375, 0.521, -0.963, 0.394, 0.374, 0.342, 0.361, 0.217, 0.463, 0.653, 0.439, 0.400, 0.409, 0.450, 0.551, -0.772, 0.661, -1.006, -0.324, -0.230, 0.270, -0.594, -0.402, 0.512, 0.113, 0.211, 0.444, 0.415], "multiplicity": 1, "e_lumo_ev": 0.072}

---

{"formula": "CHCl3NOP", "method": "ωB97M-V/def2-TZVPD", "symbols": ["C", "N", "O", "P", "Cl", "Cl", "Cl", "H"], "positions_angstrom": [[1.528, 0.569, -0.462], [-0.126, -0.742, 1.740], [1.042, 1.384, 0.222], [-1.212, -0.504, 0.779], [-2.047, 1.217, 0.404], [-2.244, -1.863, -0.346], [0.504, -0.485, -1.564], [2.555, 0.425, -0.773]], "nbo_charge": [0.448, -0.993, -0.439, 1.352, -0.174, -0.224, -0.141, 0.171], "smiles": "N#P(Cl)Cl.O=CCl", "multiplicity": 1, "e_lumo_ev": -0.640}

---

{"formula": "C4H3N", "method": "ωB97M-V/def2-TZVPD", "symbols": ["C", "C", "C", "C", "H", "H", "H", "N"], "positions_angstrom": [[-0.627, -0.475, 2.144], [-0.656, -0.312, 0.952], [-0.682, -0.136, -0.497], [0.598, 0.328, -1.058], [-0.618, -0.607, 3.203], [-1.451, 0.590, -0.785], [-0.944, -1.080, -1.001], [1.602, 0.667, -1.523]], "nbo_charge": [-0.184, -0.024, -0.575, 0.290, 0.242, 0.275, 0.276, -0.300], "smiles": "C#CCC#N", "multiplicity": 1, "e_lumo_ev": 0.716}

---

{"formula": "C5H8OS2", "method": "ωB97M-V/def2-TZVPD", "symbols": ["C", "C", "C", "C", "C", "O", "S", "S", "H", "H", "H", "H", "H", "H", "H", "H"], "positions_angstrom": [[1.884, 1.029, 0.573], [1.187, -0.141, 0.425], [-0.221, -0.351, 0.307], [2.101, -1.404, 0.359], [-2.668, 1.339, -0.653], [-2.352, -1.593, -0.636], [-0.946, -1.700, -0.340], [-1.443, 1.370, 0.708], [2.951, 0.885, 0.733], [1.466, 1.915, 0.630], [1.624, -2.416, 0.602], [2.337, -1.493, -0.693], [2.969, -1.260, 0.989], [-3.603, 0.887, -0.369], [-2.421, 0.668, -1.461], [-2.866, 2.264, -1.175]], "nbo_charge": [-0.318, -0.113, -0.356, -0.641, -0.759, -0.904, 1.167, 0.160, 0.196, 0.200, 0.218, 0.224, 0.226, 0.228, 0.246, 0.226], "multiplicity": 1, "e_lumo_ev": [-0.760, -0.761]}

---

Record order is preserved below.
Molar mass: 992.12; 180.36; 65.07; 148.25 g/mol
Record order is preserved below.
Relative energy (zero: lowest compared OMol25 entry of this formula, charge and spin): 0.695; 3.645; 0.306; 3.451 eV
Record order is preserved below.
E: -141714.425; -51445.258; -5684.202; -29029.230 eV